[1]
The following is a DFT calculation (the ωB97M-V functional and the def2-TZVPD basis) of a structure of composition C16H16CaF12N2O20S4 in a non-equilibrium geometry.

Values from the calculation:
Charge ... 0
Energy relative to the best compared isomer or geometry (same formula, charge and spin) ... 5.4 kcal per mole
DFT total energy ... -155169.0112 eV
HOMO ... -9.584 eV
Strongest force on any atom ... 7.0 eV/A

Each line ends with the Mulliken charge.
Geometry (Å):
Ca (0.5920, 0.5411, 0.1429)  3.72
C (-0.0197, 4.0916, 3.3253)  0.44
F (-1.0512, 4.4903, 4.1505)  -0.18
F (0.1358, 4.8124, 2.1431)  -0.20
F (1.0976, 4.3200, 4.0469)  -0.21
S (-0.2207, 2.1435, 2.8476)  0.87
O (1.0619, 1.6089, 3.2048)  -0.59
O (-1.3012, 1.7031, 3.7436)  -0.64
N (-0.6769, 2.0376, 1.1809)  -0.73
S (-2.1146, 2.5706, 1.1796)  0.74
O (-3.0945, 1.5256, 1.4942)  -0.71
O (-2.3469, 3.8770, 1.8382)  -0.67
C (-2.4060, 2.8864, -0.6548)  0.60
F (-3.6519, 2.8800, -0.9363)  -0.19
F (-1.8200, 4.0691, -0.9290)  -0.23
F (-1.8396, 1.9463, -1.3926)  -0.21
C (4.8341, -0.6715, 0.4333)  0.62
F (4.2977, -1.7538, -0.1164)  -0.17
F (5.7704, -1.0771, 1.2952)  -0.22
F (5.5504, -0.0178, -0.5519)  -0.22
S (3.5456, 0.4717, 1.3768)  0.40
O (2.4805, -0.4388, 1.8438)  -0.44
O (4.2589, 1.1350, 2.4410)  -0.52
N (2.7040, 1.4064, 0.1340)  -0.44
S (3.5748, 2.6637, 0.1187)  0.73
O (3.1492, 3.5733, 1.1687)  -0.59
O (5.0001, 2.4621, -0.0802)  -0.59
C (2.8711, 3.4751, -1.5660)  0.60
F (1.6000, 3.6694, -1.4671)  -0.24
F (3.3684, 4.6661, -1.7983)  -0.23
F (3.1390, 2.7052, -2.5934)  -0.24
C (-4.0294, -2.8767, -1.8908)  -0.32
C (-4.2073, -1.5432, -2.6627)  -0.44
O (-3.0744, -0.6986, -2.2553)  -0.37
C (-2.4364, -1.2851, -1.2489)  0.05
O (-1.4341, -0.8237, -0.7281)  0.23
O (-2.9624, -2.5065, -0.9918)  -0.31
H (-3.6618, -3.6501, -2.5653)  0.27
H (-4.9366, -3.0859, -1.3240)  0.28
H (-5.1838, -1.0659, -2.5801)  0.33
H (-4.2044, -1.7416, -3.7345)  0.29
C (-1.4373, -2.7083, 4.7456)  -0.34
C (-0.4943, -1.7241, 5.3481)  -0.41
O (0.2941, -1.2291, 4.2470)  -0.31
C (-0.3541, -1.4485, 3.1620)  0.14
O (-0.1111, -0.9569, 2.1082)  0.69
O (-1.3197, -2.3666, 3.3246)  -0.42
H (-2.4408, -2.5665, 5.1469)  0.27
H (-1.1256, -3.7417, 4.8975)  0.30
H (0.1891, -2.2956, 5.9761)  0.25
H (-0.9278, -0.9563, 5.9889)  0.30
C (-0.0661, -4.8091, -0.3526)  -0.25
C (1.2824, -5.1817, -0.7515)  -0.63
O (1.8689, -3.9972, -1.0179)  -0.34
C (1.2555, -3.0362, -0.5118)  0.37
O (1.5526, -1.8150, -0.6571)  -0.32
O (0.1942, -3.5102, 0.0828)  -0.07
H (-0.2145, -5.4943, 0.4821)  0.28
H (-0.7282, -4.8392, -1.2179)  0.25
H (1.2797, -5.8367, -1.6227)  0.34
H (1.7885, -5.7210, 0.0492)  0.30
C (-0.8919, 2.3261, -4.7292)  -0.41
C (-0.1509, 1.1903, -5.4225)  -0.51
O (0.3232, 0.3983, -4.3251)  -0.34
C (0.2552, 1.1442, -3.2470)  -0.14
O (0.5414, 0.7000, -2.1595)  -0.33
O (-0.2108, 2.3661, -3.5473)  -0.21
H (-1.9732, 2.1945, -4.6880)  0.29
H (-0.6374, 3.2118, -5.3114)  0.31
H (0.7157, 1.5774, -5.9586)  0.33
H (-0.8146, 0.6295, -6.0806)  0.32


[2]
The following is a DFT calculation (the ωB97M-V functional and the def2-TZVPD basis) of the molecule C4H6N2.

Values from the calculation:
Charge ... 0
Energy relative to the best compared isomer or geometry (same formula, charge and spin) ... 82.0 kcal per mole
DFT total energy ... -7222.0350 eV
HOMO (alpha / beta) ... -7.116 / -7.055 eV
Strongest force on any atom ... 0.8 eV/A

Each line ends with the Mulliken charge.
Geometry (Å):
C (0.7449, -1.4409, -0.7167)  -0.39
N (0.0618, -0.6417, 0.0713)  0.14
C (0.5431, 0.2646, 0.9448)  -0.49
C (-0.2208, 1.4627, 0.5257)  -0.42
N (-1.5148, 0.9659, 0.0294)  -0.43
C (-1.2954, -0.2485, -0.2269)  -0.03
H (0.2727, 1.7954, -0.4175)  0.23
H (1.8093, -1.4438, -0.5414)  0.22
H (0.2152, -2.1243, -1.3526)  0.23
H (1.6173, 0.2843, 1.1066)  0.28
H (-0.2836, 2.2690, 1.2458)  0.34
H (-1.9763, -0.9548, -0.6952)  0.32